The following is a DFT calculation (wB97M-V/def2-TZVPD) of a 6-piece molecular cluster, C15H42O6 overall in a non-equilibrium geometry.

Cartesian coordinates (Å):
C 3.73 0.94 7.24
C 3.27 0.45 5.92
C 1.78 0.05 5.89
O 3.39 1.49 5.00
H 3.61 0.16 7.99
H 3.16 1.77 7.64
H 4.82 1.02 7.28
H 3.84 -0.43 5.61
H 1.57 -0.78 6.56
H 1.60 -0.32 4.88
H 1.09 0.88 6.01
H 3.29 1.11 4.12
C 3.06 -0.37 -5.24
C 2.98 0.22 -3.84
C 4.08 1.23 -3.42
O 1.74 0.78 -3.75
H 3.10 0.43 -5.99
H 2.22 -1.00 -5.53
H 3.88 -1.08 -5.33
H 2.94 -0.62 -3.15
H 5.10 0.86 -3.44
H 3.96 1.72 -2.45
H 4.10 2.09 -4.10
H 1.49 1.20 -4.58
C -0.14 0.06 -1.10
C 1.06 0.41 -0.28
C 0.76 0.29 1.20
O 2.07 -0.47 -0.60
H -0.72 -0.81 -0.80
H 0.15 -0.15 -2.13
H -0.69 0.98 -1.24
H 1.36 1.44 -0.45
H 1.71 0.29 1.75
H 0.32 -0.63 1.56
H 0.13 1.13 1.50
H 2.48 -0.19 -1.42
C -3.71 1.00 -3.16
C -3.72 0.29 -4.49
C -5.00 -0.44 -4.87
O -3.68 1.30 -5.56
H -2.85 1.62 -2.89
H -3.88 0.15 -2.51
H -4.58 1.63 -2.98
H -2.86 -0.37 -4.56
H -4.93 -0.89 -5.86
H -5.98 0.03 -4.85
H -5.05 -1.30 -4.22
H -4.27 2.05 -5.43
C -4.86 -1.06 2.53
C -3.74 -2.10 2.11
C -2.32 -1.81 2.54
O -3.96 -3.38 2.65
H -5.57 -1.06 1.70
H -4.35 -0.10 2.63
H -5.26 -1.29 3.51
H -3.76 -2.03 1.02
H -1.55 -2.43 2.07
H -2.10 -1.74 3.61
H -2.07 -0.87 2.03
H -4.72 -3.84 2.29
O 4.47 0.69 0.64
H 4.32 1.59 0.36
H 3.70 0.21 0.34

Values from the calculation:
Energy above the lowest of the compared OMol25 structures with the same formula, charge and spin: 2.769 eV
LUMO energy: 0.49 eV
E_tot: -28518.89605 eV
2S+1: 1
Structure (SMILES): CC(C)O.CC(C)O.CC(C)O.CC(C)O.CC(C)O.O
Net charge: 0
HOMO-LUMO gap: 10.36 eV
HOMO: -9.88 eV

---

The following is a DFT calculation (wB97M-V/def2-TZVPD) of a 5-piece molecular cluster, C8H26O5 overall in a non-equilibrium geometry.

Cartesian coordinates (Å):
C 0.82 -6.12 2.70
C -0.45 -6.35 1.81
O 0.00 -6.23 0.47
H 1.31 -5.15 2.57
H 1.56 -6.91 2.56
H 0.48 -6.18 3.73
H -1.03 -5.49 2.13
H -1.00 -7.27 2.00
H 0.63 -6.93 0.27
C -2.37 2.25 -6.65
C -3.86 2.67 -6.70
O -4.63 2.08 -5.62
H -2.32 1.16 -6.68
H -1.86 2.56 -5.74
H -1.79 2.64 -7.49
H -4.22 2.10 -7.55
H -3.96 3.76 -6.76
H -5.51 2.44 -5.50
C -2.24 2.59 6.39
C -2.14 1.63 5.27
O -1.12 2.03 4.37
H -2.80 2.10 7.18
H -2.84 3.41 6.00
H -1.24 2.90 6.72
H -3.08 1.47 4.75
H -1.83 0.64 5.60
H -1.40 1.52 3.61
C 6.29 2.77 -0.82
C 4.92 1.91 -0.83
O 4.93 0.98 0.22
H 6.13 3.74 -0.34
H 6.69 2.92 -1.82
H 7.13 2.44 -0.22
H 4.64 1.57 -1.82
H 4.19 2.67 -0.55
H 4.06 0.57 0.34
O -0.67 -0.87 -0.82
H -1.15 -1.60 -1.22
H -0.28 -0.41 -1.56

Values from the calculation:
Energy above the lowest of the compared OMol25 structures with the same formula, charge and spin: 2.153 eV
LUMO energy: 0.48 eV
E_tot: -18952.49371 eV
2S+1: 1
Structure (SMILES): CCO.CCO.CCO.CCO.O
Net charge: 0
HOMO-LUMO gap: 10.50 eV
HOMO: -10.02 eV

---

The following is a DFT calculation (wB97M-V/def2-TZVPD) of a 11-piece molecular cluster, C23H70N2O13 overall in a non-equilibrium geometry.

Cartesian coordinates (Å):
C -28.49 -19.52 9.25
O -28.85 -20.42 10.36
C -28.22 -21.68 10.14
C -27.84 -22.17 11.53
N -28.95 -22.48 12.34
C -29.73 -23.58 11.75
C -30.96 -23.75 12.70
O -31.95 -22.63 12.62
C -32.89 -22.84 13.70
H -29.11 -18.66 9.52
H -28.93 -19.85 8.31
H -27.46 -19.17 9.16
H -27.33 -21.68 9.52
H -28.88 -22.39 9.65
H -27.19 -21.48 12.07
H -27.12 -22.99 11.50
H -29.56 -21.68 12.42
H -29.23 -24.55 11.71
H -30.20 -23.34 10.80
H -30.61 -23.77 13.73
H -31.41 -24.70 12.39
H -33.48 -21.93 13.74
H -32.42 -23.02 14.67
H -33.61 -23.61 13.41
C -24.08 -12.51 12.64
O -24.43 -13.74 13.14
C -25.46 -14.36 12.44
C -24.89 -15.08 11.23
N -25.91 -15.81 10.49
C -26.38 -15.21 9.29
C -27.56 -16.02 8.68
O -28.66 -16.12 9.60
C -29.29 -14.93 9.98
H -23.31 -12.15 13.31
H -24.88 -11.78 12.58
H -23.57 -12.56 11.67
H -26.30 -13.73 12.14
H -25.81 -14.91 13.32
H -24.01 -15.64 11.56
H -24.36 -14.38 10.59
H -26.72 -15.98 11.07
H -25.68 -15.13 8.46
H -26.69 -14.19 9.51
H -27.21 -17.04 8.49
H -27.76 -15.42 7.80
H -30.35 -14.98 9.73
H -28.80 -14.04 9.57
H -29.20 -14.86 11.06
C -22.34 -13.15 16.63
C -21.03 -13.66 17.17
O -20.91 -14.98 17.50
H -22.31 -13.47 15.59
H -22.42 -12.06 16.72
H -23.14 -13.69 17.15
H -20.83 -13.03 18.03
H -20.23 -13.45 16.46
H -20.90 -14.93 18.46
C -23.58 -16.56 15.51
C -22.40 -17.57 15.88
O -21.13 -17.04 15.57
H -23.67 -16.39 14.43
H -23.33 -15.64 16.04
H -24.51 -17.02 15.84
H -22.44 -18.53 15.37
H -22.50 -17.71 16.96
H -21.06 -16.20 16.03
C -32.52 -17.49 9.13
O -32.99 -17.07 10.39
H -31.47 -17.20 9.05
H -32.67 -18.56 8.95
H -33.01 -16.90 8.35
H -33.19 -16.13 10.38
C -29.93 -17.43 6.46
O -30.25 -17.40 5.06
H -30.32 -16.53 6.93
H -30.27 -18.37 6.89
H -28.85 -17.25 6.50
H -29.64 -17.97 4.60
C -26.86 -10.68 13.91
O -25.87 -10.88 14.96
H -27.20 -11.55 13.35
H -27.80 -10.41 14.40
H -26.55 -9.75 13.44
H -26.21 -11.59 15.51
C -26.24 -14.38 16.54
O -27.08 -13.32 16.15
H -26.83 -15.23 16.87
H -25.76 -14.62 15.59
H -25.64 -14.20 17.43
H -27.35 -12.87 16.95
C -25.69 -18.08 6.05
O -24.74 -18.88 5.37
H -25.37 -17.08 6.34
H -26.64 -18.13 5.52
H -25.98 -18.57 6.97
H -23.84 -18.54 5.47
C -28.06 -18.50 12.87
O -27.40 -17.96 11.80
H -28.11 -17.61 13.50
H -28.98 -18.96 12.49
H -27.39 -19.17 13.40
H -28.10 -17.46 11.37
C -24.08 -18.46 9.70
O -24.31 -17.50 8.63
H -23.45 -19.24 9.26
H -23.57 -17.98 10.53
H -25.02 -18.87 10.07
H -24.81 -16.72 8.88

Values from the calculation:
Energy above the lowest of the compared OMol25 structures with the same formula, charge and spin: 2.362 eV
LUMO energy: 0.32 eV
E_tot: -54574.25277 eV
2S+1: 1
Structure (SMILES): COCCNCCOC.COCCNCCOC.CCO.CCO.CO.CO.CO.CO.CO.CO.CO
Net charge: 0
HOMO-LUMO gap: 8.95 eV
HOMO: -8.63 eV

---

The following is a DFT calculation (wB97M-V/def2-TZVPD) of C41H27Br3Cl2F2N3O3Tc as an isolated structure in a non-equilibrium geometry.

Cartesian coordinates (Å):
Tc 0.44 0.47 0.95
C 2.93 1.92 -0.62
C 3.24 0.56 -0.09
C 4.49 -0.02 -0.26
C 4.70 -1.29 0.26
C 3.66 -1.97 0.94
C 3.78 -3.25 1.50
Br 5.39 -4.27 1.41
C 2.71 -3.83 2.16
C 1.50 -3.14 2.26
Br 0.10 -4.05 3.19
C 1.32 -1.84 1.72
O 0.23 -1.17 1.79
C 2.43 -1.29 1.07
N 2.24 -0.06 0.56
H 3.80 2.36 -1.13
H 2.65 2.59 0.20
H 2.11 1.87 -1.33
H 5.28 0.50 -0.79
H 5.67 -1.74 0.12
H 2.80 -4.83 2.59
F 3.51 -0.07 5.35
C 2.64 0.66 4.64
C 2.16 0.18 3.43
C 1.26 0.95 2.70
C 0.82 2.20 3.16
C 1.33 2.65 4.38
F 0.96 3.84 4.89
C 2.23 1.89 5.12
C -0.13 2.90 2.29
C -0.69 4.15 2.54
C -1.58 4.69 1.61
C -1.89 3.97 0.46
C -1.29 2.74 0.29
N -0.42 2.20 1.17
H 2.48 -0.79 3.06
H 2.61 2.26 6.07
H -0.46 4.72 3.43
H -2.03 5.66 1.79
H -2.58 4.36 -0.28
H -1.49 2.14 -0.59
Br 0.93 2.70 -5.34
C 0.80 2.07 -3.57
C -0.12 2.64 -2.69
C -0.22 2.17 -1.38
C 0.60 1.13 -0.95
C 1.52 0.56 -1.83
C 1.62 1.02 -3.14
H -0.77 3.45 -3.02
H -0.93 2.61 -0.69
H 2.16 -0.26 -1.49
H 2.34 0.57 -3.82
Cl -1.06 -0.46 -2.55
C -1.12 -2.22 -2.37
C 0.10 -2.87 -2.16
C 0.16 -4.26 -2.09
C -1.00 -5.01 -2.24
C -2.23 -4.38 -2.45
Cl -3.67 -5.39 -2.62
C -2.32 -2.97 -2.49
N -3.59 -2.35 -2.70
C -4.00 -1.09 -2.16
C -4.70 -0.22 -3.00
C -5.11 1.04 -2.55
C -4.84 1.44 -1.25
C -4.17 0.57 -0.38
C -3.74 -0.70 -0.80
C -3.13 -1.62 0.24
C -1.82 -1.13 0.80
O -1.25 -1.79 1.65
O -1.25 0.01 0.36
H 1.02 -2.29 -2.07
H 1.11 -4.75 -1.93
H -0.95 -6.09 -2.19
H -4.24 -2.81 -3.36
H -4.92 -0.51 -4.02
H -5.64 1.70 -3.22
H -5.16 2.41 -0.90
H -4.00 0.89 0.64
H -2.98 -2.64 -0.14
H -3.85 -1.72 1.08
H 1.52 1.73 0.81

Values from the calculation:
LUMO energy (alpha / beta): 2.18 / 2.18 eV
E_tot: -296358.13314 eV
2S+1: 4
Net charge: -1
HOMO-LUMO gap (alpha / beta): 4.10 / 6.35 eV
HOMO (alpha / beta): -1.92 / -4.17 eV

---

The following is a DFT calculation (wB97M-V/def2-TZVPD) of a 8-piece molecular cluster, H16O8 overall.

Cartesian coordinates (Å):
O -0.15 0.12 0.10
H -0.65 0.41 -0.67
H 0.18 -0.75 -0.14
O -0.82 1.58 -2.06
H -1.42 0.91 -2.41
H -1.08 2.38 -2.53
O -3.84 -2.49 1.01
H -4.51 -2.80 0.39
H -3.13 -3.14 0.94
O 3.28 -1.62 1.68
H 3.81 -1.41 2.46
H 2.41 -1.83 2.04
O -0.69 2.86 4.36
H 0.27 2.96 4.40
H -0.89 2.86 3.42
O 4.00 -3.13 -1.00
H 3.15 -2.68 -0.89
H 4.34 -3.21 -0.10
O -3.61 -1.26 -1.44
H -3.42 -0.95 -2.33
H -3.01 -0.76 -0.88
O 1.55 3.98 -2.00
H 2.03 3.27 -2.44
H 2.20 4.69 -1.91

Values from the calculation:
Energy above the lowest of the compared OMol25 structures with the same formula, charge and spin: 2.932 eV
LUMO energy: 0.02 eV
E_tot: -16639.07829 eV
2S+1: 1
Structure (SMILES): O.O.O.O.O.O.O.O
Net charge: 0
HOMO-LUMO gap: 11.19 eV
HOMO: -11.17 eV

---

The following is a DFT calculation (wB97M-V/def2-TZVPD) of one molecule with the formula C23H34N4O3.

Cartesian coordinates (Å):
C 6.47 2.06 -0.66
C 4.95 1.88 -0.60
C 4.52 0.69 0.26
C 4.90 -0.66 -0.35
C 4.43 -1.84 0.50
N 2.97 -1.90 0.59
C 2.38 -1.46 1.76
O 3.01 -1.05 2.71
N 1.01 -1.52 1.79
C 0.22 -2.00 0.77
C -1.17 -2.03 0.88
C -1.93 -2.53 -0.16
C -3.43 -2.54 -0.06
O -4.10 -3.53 -0.29
N -3.93 -1.36 0.34
C -5.35 -1.09 0.40
C -5.57 0.32 0.96
C -4.99 1.40 0.03
N -3.53 1.32 -0.05
C -2.86 2.06 1.00
C -1.38 1.72 1.02
C -0.73 2.04 -0.32
C 0.74 1.64 -0.34
C -1.51 1.32 -1.42
C -2.99 1.68 -1.35
C -1.31 -3.02 -1.31
C 0.06 -2.98 -1.43
C 0.84 -2.47 -0.39
C 2.30 -2.42 -0.51
O 2.91 -2.80 -1.49
H 6.88 2.14 0.34
H 6.94 1.22 -1.16
H 6.71 2.96 -1.21
H 4.51 2.78 -0.18
H 4.56 1.75 -1.61
H 3.44 0.73 0.39
H 4.97 0.77 1.25
H 4.47 -0.75 -1.35
H 5.99 -0.74 -0.44
H 4.81 -1.75 1.52
H 4.77 -2.77 0.05
H 0.58 -1.21 2.65
H -1.65 -1.68 1.79
H -3.37 -0.50 0.26
H -5.80 -1.17 -0.59
H -5.82 -1.84 1.04
H -5.11 0.39 1.94
H -6.64 0.49 1.07
H -5.40 1.25 -0.97
H -5.31 2.39 0.38
H -3.32 1.79 1.96
H -2.99 3.15 0.86
H -0.89 2.28 1.82
H -1.26 0.66 1.23
H -0.80 3.12 -0.49
H 1.20 1.93 -1.29
H 1.28 2.12 0.47
H 0.84 0.56 -0.23
H -1.12 1.59 -2.40
H -1.40 0.24 -1.29
H -3.54 1.13 -2.12
H -3.12 2.76 -1.55
H -1.93 -3.43 -2.10
H 0.56 -3.34 -2.31

Values from the calculation:
Energy above the lowest of the compared OMol25 structures with the same formula, charge and spin: 0.000 eV
LUMO energy: 0.15 eV
E_tot: -36509.07056 eV
2S+1: 1
Structure (SMILES): CCCCCn1c(=O)[nH]c2cc(C(=O)NCCCN3CCC(C)CC3)ccc2c1=O
Net charge: 0
HOMO-LUMO gap: 9.09 eV
HOMO: -8.94 eV

---

The following is a DFT calculation (wB97M-V/def2-TZVPD) of an isolated ion of composition C3H8NO2 and charge -1 in a non-equilibrium geometry.

Cartesian coordinates (Å):
N -1.48 0.72 0.49
C -0.48 -0.08 -0.29
C 0.34 0.88 -1.22
O 1.45 0.36 -1.74
C 0.52 -0.75 0.63
O -0.12 -1.33 1.83
H -1.69 1.39 -0.24
H -1.16 1.06 1.38
H -0.92 -0.78 -1.00
H -0.46 1.16 -2.00
H 0.52 1.85 -0.67
H 0.99 -1.57 0.12
H 1.20 0.04 0.95
H -0.90 -0.77 1.88

Values from the calculation:
Energy above the lowest of the compared OMol25 structures with the same formula, charge and spin: 2.986 eV
LUMO energy: 4.05 eV
E_tot: -8824.80666 eV
2S+1: 1
Structure (SMILES): N[C@@H](C[O-])CO
Net charge: -1
HOMO-LUMO gap: 6.56 eV
HOMO: -2.51 eV

---

The following is a DFT calculation (wB97M-V/def2-TZVPD) of one molecule with the formula C20H33N3O4S.

Cartesian coordinates (Å):
C 1.12 6.09 1.33
C 0.65 4.81 2.01
N -0.76 4.86 2.41
S -1.97 4.34 1.49
O -3.14 5.08 1.87
O -1.53 4.29 0.12
C -2.28 2.65 1.97
C -1.10 1.75 1.63
O -0.12 1.74 2.36
N -1.18 0.99 0.51
C -2.25 1.13 -0.47
C -0.05 0.13 0.21
C 1.11 0.80 -0.57
C 0.72 2.06 -1.32
N 1.71 -0.17 -1.48
C 2.72 -1.00 -1.11
O 3.32 -0.89 -0.05
C 3.04 -2.12 -2.08
C 2.77 -3.47 -1.41
C 3.10 -4.62 -2.36
C 1.36 -3.53 -0.88
C 0.26 -3.61 -1.74
C -1.04 -3.63 -1.24
C -1.28 -3.57 0.13
C -2.68 -3.55 0.67
C -3.26 -2.13 0.68
C -0.18 -3.48 0.98
C 1.11 -3.46 0.49
H 2.17 6.01 1.08
H 0.55 6.26 0.42
H 0.99 6.95 1.99
H 0.78 3.95 1.36
H 1.23 4.59 2.91
H -1.05 5.51 3.12
H -2.41 2.64 3.05
H -3.21 2.38 1.48
H -2.31 2.14 -0.87
H -2.04 0.45 -1.30
H -3.22 0.85 -0.05
H 0.34 -0.27 1.15
H -0.43 -0.71 -0.37
H 1.90 1.04 0.14
H 0.27 2.80 -0.66
H 1.61 2.50 -1.78
H -0.01 1.86 -2.11
H 1.18 -0.42 -2.30
H 2.44 -2.03 -2.99
H 4.09 -2.04 -2.36
H 3.44 -3.53 -0.55
H 2.94 -5.59 -1.87
H 2.48 -4.59 -3.25
H 4.14 -4.57 -2.68
H 0.41 -3.67 -2.81
H -1.87 -3.71 -1.92
H -3.32 -4.20 0.07
H -2.69 -3.96 1.69
H -4.27 -2.12 1.10
H -2.64 -1.46 1.27
H -3.31 -1.74 -0.33
H -0.34 -3.42 2.06
H 1.95 -3.37 1.17

Values from the calculation:
Energy above the lowest of the compared OMol25 structures with the same formula, charge and spin: 0.367 eV
LUMO energy: 0.56 eV
E_tot: -44772.60552 eV
2S+1: 1
Structure (SMILES): CCNS(=O)(=O)CC(=O)N(C)C[C@H](C)NC(=O)C[C@H](C)c1ccc(CC)cc1
Net charge: 0
HOMO-LUMO gap: 9.62 eV
HOMO: -9.05 eV

---

The following is a DFT calculation (wB97M-V/def2-TZVPD) of a 2-piece molecular cluster, C4H9S overall in a non-equilibrium geometry.

Cartesian coordinates (Å):
C 1.30 2.41 -0.29
S 0.12 3.12 -1.45
H 1.71 1.39 -0.58
H 2.17 3.05 -0.27
H 0.91 2.25 0.72
C -1.70 -1.07 0.64
C -0.34 -0.95 0.03
C 0.50 -1.97 -0.19
H -1.73 -0.40 1.54
H -2.58 -0.90 0.05
H -1.77 -2.14 1.02
H -0.28 -0.02 -0.60
H 1.47 -1.80 -0.68
H 0.22 -2.99 0.05

Values from the calculation:
Energy above the lowest of the compared OMol25 structures with the same formula, charge and spin: 1.092 eV
LUMO energy: 3.62 eV
E_tot: -15128.55708 eV
2S+1: 1
Net charge: -1
HOMO-LUMO gap: 5.72 eV
HOMO: -2.09 eV

---

The following is a DFT calculation (wB97M-V/def2-TZVPD) of a 4-piece molecular cluster, C3H13NO5 overall in a non-equilibrium geometry.

Cartesian coordinates (Å):
C 0.26 1.95 -1.92
N 0.99 1.27 -0.79
C 0.27 0.08 -0.31
C 0.71 -1.32 -0.89
O 0.04 -2.29 -0.77
O 1.88 -1.39 -1.57
H -0.73 2.27 -1.70
H 0.23 1.26 -2.78
H 0.91 2.77 -2.39
H 2.01 0.91 -1.09
H -0.74 0.04 -0.44
H 0.56 0.00 0.88
H 1.48 -1.86 -2.40
O -1.15 -0.38 2.94
H -2.01 -0.46 2.72
H -0.49 -0.03 2.38
O 0.78 1.72 2.59
H 0.85 1.18 1.80
H 0.78 2.74 2.37
O -2.94 -0.23 -0.10
H -3.10 -1.10 -0.55
H -2.94 -0.27 0.82

Values from the calculation:
Energy above the lowest of the compared OMol25 structures with the same formula, charge and spin: 3.520 eV
LUMO energy: 0.30 eV
E_tot: -15046.95137 eV
2S+1: 1
Structure (SMILES): CNCC(=O)O.O.O.O
Net charge: 0
HOMO-LUMO gap: 9.67 eV
HOMO: -9.37 eV